A 2-piece molecular cluster, C12H17N overall at a distorted geometry, computed with ωB97M-V/def2-TZVPD.

Geometry as XYZ:
```
30
Properties=species:S:1:pos:R:3
C -2.473 -2.827 -0.282
C -1.376 -3.715 0.487
H -2.939 -2.410 0.650
H -2.012 -2.179 -0.882
H -3.162 -3.420 -1.052
H -0.428 -3.302 0.580
H -1.657 -3.988 1.402
H -1.322 -4.602 -0.108
C 2.330 -0.203 0.486
C 3.679 -0.252 -0.302
C 1.595 1.013 0.176
C 2.019 2.238 -0.405
C 0.161 1.294 0.335
C -0.199 2.533 -0.428
C -0.834 0.521 0.764
C -1.510 2.955 -0.593
C -2.115 0.875 0.711
C -2.350 2.041 -0.076
N 1.032 3.132 -0.758
H 1.605 -1.010 0.024
H 2.459 -0.563 1.487
H 4.418 -0.650 0.469
H 3.066 2.725 -0.471
H 1.350 3.850 -1.436
H -0.572 -0.410 1.254
H -1.823 3.840 -1.277
H -3.059 0.373 1.113
H -3.449 2.232 -0.209
H 3.987 0.763 -0.520
H 3.578 -0.853 -1.141
```

Summary:
⟨S²⟩ ... 0.769
LUMO level (spin up / spin down) ... -3.424 / -7.005 eV
Net charge ... +1
Energy above the lowest of the compared OMol25 structures with the same formula, charge and spin ... 310.1 kJ/mol
Multiplicity ... 2
F_max ... 5.48 eV/A



A 2-piece molecular cluster, C12H17O2Si overall at a distorted geometry, computed with ωB97M-V/def2-TZVPD.

Geometry as XYZ:
```
32
Properties=species:S:1:pos:R:3
C -3.430 -2.180 -0.771
C -2.443 -2.385 0.177
C -3.398 -1.009 -1.553
C -1.442 -1.436 0.338
C -2.361 -0.156 -1.423
C -1.231 -0.339 -0.518
C -3.599 0.973 1.452
C 1.935 -0.805 0.651
C 0.326 0.782 1.871
C 1.946 1.622 0.371
C -0.052 0.427 -0.598
C 1.013 0.477 0.549
O -3.416 1.431 0.411
O -3.989 0.651 2.508
Si 0.178 1.447 -2.130
H -4.222 -2.907 -0.979
H -2.398 -3.309 0.782
H -4.198 -1.011 -2.295
H -0.711 -1.602 1.105
H -2.116 0.711 -1.968
H 2.825 -0.511 1.288
H 1.405 -1.630 1.025
H 2.295 -1.078 -0.401
H -0.247 -0.232 2.177
H -0.337 1.647 1.820
H 1.125 0.952 2.581
H 2.689 1.373 -0.448
H 2.533 1.905 1.238
H 1.471 2.708 0.194
H -0.602 2.668 -2.031
H -0.326 0.809 -3.568
H 1.582 1.982 -2.634
```

Summary:
LUMO level ... 3.202 eV
Net charge ... -1
Energy above the lowest of the compared OMol25 structures with the same formula, charge and spin ... 87.2 kJ/mol
F_max ... 3.83 eV/A



One molecule with the formula C12H17O6P at a distorted geometry, computed with ωB97M-V/def2-TZVPD.

Geometry as XYZ:
```
36
Properties=species:S:1:pos:R:3
C 2.719 -0.365 -3.293
C 2.011 0.534 -2.295
O 1.989 -0.048 -0.997
P 0.861 -1.189 -0.719
O -0.292 -1.139 -1.608
O 1.618 -2.591 -0.875
C 2.899 -2.901 -0.337
C 2.796 -3.580 1.019
C 0.568 -0.822 1.086
O 1.777 -0.610 1.754
C -0.389 0.336 1.076
C 0.063 1.644 1.124
C -0.811 2.727 1.035
C -2.144 2.443 0.883
C -2.606 1.125 0.829
C -1.751 0.057 0.924
O -3.966 1.127 0.687
C -4.348 2.485 0.630
O -3.205 3.301 0.770
H 3.736 -0.573 -2.967
H 2.749 0.117 -4.267
H 2.174 -1.303 -3.376
H 0.982 0.711 -2.619
H 2.531 1.490 -2.179
H 3.504 -1.992 -0.267
H 3.357 -3.577 -1.067
H 3.777 -3.936 1.322
H 2.430 -2.881 1.766
H 2.116 -4.425 0.957
H 0.098 -1.697 1.544
H 2.278 0.045 1.253
H 1.116 1.848 1.247
H -0.457 3.743 1.077
H -2.113 -0.956 0.870
H -5.058 2.702 1.443
H -4.832 2.692 -0.339
```

Summary:
LUMO level ... 0.749 eV
Energy above the lowest of the compared OMol25 structures with the same formula, charge and spin ... 17.2 kJ/mol
F_max ... 1.26 eV/A



C12H18As2CaF15NO11 as an isolated structure at a distorted geometry, computed with ωB97M-V/def2-TZVPD.

Geometry as XYZ:
```
60
Properties=species:S:1:pos:R:3
Ca 0.732 -0.718 -0.947
As 2.977 -1.139 -4.226
F 4.244 -0.981 -5.465
F 2.565 -2.900 -4.634
F 1.726 -1.187 -2.893
F 3.257 0.605 -3.794
F 1.755 -0.654 -5.403
F 4.267 -1.744 -3.161
As 1.542 -3.546 1.014
F -0.173 -4.169 1.262
F 0.793 -1.915 1.220
F 3.145 -2.825 0.708
F 2.137 -5.166 0.760
F 1.229 -3.284 -0.752
F 1.933 -3.607 2.783
C 2.582 1.780 0.690
O 3.487 2.735 0.151
O 2.238 1.094 -0.522
C 2.971 0.971 1.990
F 3.465 1.744 2.928
F 1.901 0.326 2.374
F 3.921 0.086 1.799
C 4.000 3.745 1.057
C 4.624 4.834 0.217
H 3.943 5.169 -0.566
H 4.852 5.677 0.869
H 5.520 4.481 -0.293
H 4.838 3.347 1.628
H 3.145 4.289 1.459
H 1.770 2.400 1.071
N -0.158 1.118 -3.390
O -0.619 0.467 -2.580
O -0.730 1.423 -4.467
O 0.985 1.484 -3.194
C -2.770 4.297 1.930
C -2.699 2.753 2.390
C -3.644 1.930 1.660
O -2.850 0.869 1.169
C -1.566 1.111 1.275
O -0.689 0.465 0.699
O -1.440 2.278 1.941
H -1.853 4.885 1.953
H -3.486 4.909 2.478
H -3.111 4.317 0.895
H -2.685 2.466 3.441
H -4.166 2.495 0.888
H -4.292 1.518 2.434
C -4.734 -3.672 1.355
C -3.638 -4.083 0.339
C -4.212 -4.199 -1.109
O -3.098 -3.585 -1.885
C -2.273 -2.897 -1.169
O -1.334 -2.186 -1.522
O -2.591 -3.128 0.122
H -5.585 -4.354 1.350
H -5.064 -2.680 1.050
H -4.534 -3.638 2.426
H -2.997 -4.865 0.745
H -5.185 -3.709 -1.152
H -4.371 -5.239 -1.395
```

Summary:
LUMO level ... 3.340 eV
Net charge ... -2
Energy above the lowest of the compared OMol25 structures with the same formula, charge and spin ... 301.9 kJ/mol
F_max ... 11.88 eV/A



C12H18As3CaF21NO11 as an isolated structure at a distorted geometry, computed with ωB97M-V/def2-TZVPD.

Geometry as XYZ:
```
67
Properties=species:S:1:pos:R:3
Ca 0.031 -1.158 0.564
As 0.937 1.364 3.634
F 1.293 2.750 2.557
F 2.702 1.132 3.747
F 0.716 0.019 4.769
F -0.886 1.569 3.628
F 1.005 0.182 2.268
F 0.810 2.514 5.013
As -4.054 -2.013 0.455
F -5.853 -2.045 0.551
F -3.831 -3.289 1.807
F -2.284 -1.812 0.222
F -4.008 -0.703 -0.731
F -4.051 -0.739 1.724
F -3.874 -3.262 -0.832
As 1.725 -3.929 0.338
F 0.939 -4.985 1.596
F 0.086 -3.281 0.118
F 2.389 -2.844 -0.804
F 3.380 -4.651 0.698
F 1.372 -5.111 -1.031
F 2.023 -2.472 1.401
C -1.584 2.117 0.311
O -2.113 2.826 1.472
O -1.594 0.778 0.802
C -1.994 2.558 -1.169
F -1.269 2.006 -2.139
F -3.310 2.263 -1.326
F -1.766 3.827 -1.398
C -1.823 4.195 1.539
C -2.330 4.697 2.870
H -2.293 5.770 3.058
H -3.400 4.559 3.024
H -1.810 4.269 3.727
H -2.363 4.830 0.835
H -0.785 4.513 1.443
H -0.526 2.360 0.407
N -1.439 -1.674 3.663
O -0.774 -1.852 2.588
O -1.163 -2.310 4.696
O -2.205 -0.750 3.848
C 2.752 4.185 -0.617
C 3.303 2.826 -1.171
C 4.494 2.055 -0.478
O 3.793 0.890 0.011
C 2.532 0.840 -0.378
O 1.868 -0.116 -0.304
O 2.153 1.849 -1.090
H 1.860 4.463 -1.178
H 3.473 4.996 -0.513
H 2.447 4.137 0.429
H 3.530 2.965 -2.228
H 5.047 2.551 0.319
H 5.181 1.687 -1.240
C -0.374 -5.090 -4.086
C 0.544 -3.891 -3.678
C 0.545 -2.928 -4.808
O 0.554 -1.652 -4.228
C 0.005 -1.771 -2.961
O -0.157 -0.848 -2.204
O -0.220 -3.104 -2.640
H -1.288 -4.599 -4.420
H -0.714 -5.697 -3.247
H 0.012 -5.676 -4.919
H 1.575 -4.199 -3.508
H -0.374 -2.997 -5.390
H 1.436 -3.093 -5.415
```

Summary:
⟨S²⟩ ... 0.754
LUMO level (spin up / spin down) ... 3.472 / 2.258 eV
Net charge ... -2
Multiplicity ... 2
F_max ... 3.98 eV/A



C12H18As5F30MnO9 as an isolated structure at a distorted geometry, computed with ωB97M-V/def2-TZVPD.

Geometry as XYZ:
```
75
Properties=species:S:1:pos:R:3
Mn -0.695 -1.160 -0.357
As -4.118 0.258 -1.451
F -3.944 -0.288 -3.128
F -5.713 1.074 -1.899
F -4.261 0.700 0.272
F -2.600 -0.699 -0.979
F -3.200 1.824 -1.723
F -5.058 -1.192 -1.066
As -2.216 -4.205 -2.882
F -3.556 -4.244 -1.685
F -1.360 -5.563 -2.061
F -0.681 -3.984 -3.945
F -2.942 -2.776 -3.812
F -1.418 -3.007 -1.807
F -2.984 -5.234 -4.079
As 2.451 -3.112 -1.211
F 1.072 -2.032 -0.919
F 3.625 -1.907 -1.671
F 3.759 -4.299 -1.225
F 1.305 -4.440 -0.913
F 1.921 -3.166 -2.945
F 2.813 -2.964 0.536
As -0.964 -4.402 1.771
F -1.552 -3.407 3.092
F -0.834 -2.826 0.824
F -0.561 -5.395 0.345
F -1.121 -5.825 2.760
F -2.722 -4.339 1.192
F 0.766 -4.380 2.289
As 0.099 -0.143 -4.324
F 0.550 -1.873 -4.804
F -1.577 -0.521 -5.012
F -0.499 1.375 -3.742
F 1.619 0.125 -3.491
F 0.682 0.471 -5.940
F -0.524 -0.757 -2.712
C -1.547 4.248 2.304
C -1.195 2.935 3.139
C -2.412 2.285 3.808
O -2.507 0.992 3.181
C -1.569 0.853 2.310
O -1.476 -0.127 1.625
O -0.921 1.959 2.264
H -0.575 4.681 2.067
H -2.123 4.935 2.924
H -2.139 4.128 1.397
H -0.413 3.237 3.836
H -3.299 2.904 3.669
H -2.264 2.239 4.887
C 1.564 3.718 -3.082
C 1.454 3.627 -1.566
C 0.181 4.304 -1.028
O -0.553 3.276 -0.405
C -0.102 2.086 -0.832
O -0.689 0.957 -0.708
O 1.127 2.271 -1.415
H 2.207 2.924 -3.460
H 1.861 4.684 -3.491
H 0.571 3.424 -3.423
H 2.350 3.631 -0.944
H -0.436 4.699 -1.835
H 0.393 5.111 -0.326
C 4.334 1.550 3.947
C 3.994 0.427 3.028
C 3.740 -0.983 3.543
O 2.651 -1.437 2.775
C 2.139 -0.413 2.005
O 1.201 -0.490 1.256
O 2.830 0.742 2.352
H 5.194 2.081 3.539
H 4.532 1.184 4.954
H 3.422 2.105 4.169
H 4.775 0.346 2.272
H 3.639 -1.035 4.627
H 4.494 -1.744 3.343
```

Summary:
⟨S²⟩ ... 8.752
LUMO level (spin up / spin down) ... 4.549 / 4.549 eV
Net charge ... -3
Energy above the lowest of the compared OMol25 structures with the same formula, charge and spin ... 533.2 kJ/mol
Multiplicity ... 6
F_max ... 7.19 eV/A



C12H18BeN6O4S as an isolated structure at a distorted geometry, computed with ωB97M-V/def2-TZVPD.

Geometry as XYZ:
```
42
Properties=species:S:1:pos:R:3
Be -0.229 0.497 0.474
S -2.016 0.579 2.470
O -3.341 1.150 2.251
O -1.609 -0.471 1.439
O -0.980 1.604 2.166
O -1.895 0.111 3.852
C -4.688 -0.035 -1.427
C -3.506 0.720 -1.043
N -2.597 1.330 -0.717
H -5.570 0.474 -1.042
H -4.664 -1.024 -0.975
H -4.659 -0.005 -2.516
C 2.907 3.486 3.205
C 2.432 2.441 2.318
N 2.083 1.633 1.589
H 3.677 4.069 2.702
H 3.242 3.071 4.155
H 2.142 4.201 3.510
C -0.751 4.525 -2.484
C -0.191 3.555 -1.541
N 0.228 2.786 -0.811
H -1.453 5.278 -2.146
H -1.290 3.763 -3.060
H 0.092 4.891 -3.067
C 2.468 -1.355 -3.663
C 1.907 -0.620 -2.546
N 1.452 -0.033 -1.673
H 3.471 -1.667 -3.378
H 2.410 -0.844 -4.622
H 1.873 -2.253 -3.843
C 2.479 -3.589 2.390
C 1.825 -2.428 1.776
N 1.353 -1.510 1.293
H 3.390 -3.163 2.811
H 2.734 -4.423 1.744
H 1.757 -3.868 3.159
C -0.677 -4.303 -0.367
C -0.883 -2.883 -0.597
N -1.043 -1.765 -0.796
H -1.681 -4.688 -0.192
H -0.019 -4.558 0.461
H -0.177 -4.680 -1.259
```

Summary:
LUMO level ... 0.082 eV
Energy above the lowest of the compared OMol25 structures with the same formula, charge and spin ... 97.9 kJ/mol
F_max ... 4.37 eV/A



C12H18Cl2HoN2O3P as an isolated structure at a distorted geometry, computed with ωB97M-V/def2-TZVPD.

Geometry as XYZ:
```
39
Properties=species:S:1:pos:R:3
C -0.501 -3.877 -4.473
C -0.237 -2.935 -3.345
H -1.581 -4.073 -4.601
H 0.020 -4.828 -4.252
H -0.080 -3.499 -5.428
O -1.032 -2.236 -2.682
Cl 1.505 -2.840 -2.886
Ho 0.260 -1.030 -0.789
P -0.377 1.677 -1.868
C -1.720 2.927 -1.922
C 0.987 2.855 -1.763
H 0.463 0.511 -3.788
H -0.251 2.075 -4.218
H -1.341 0.727 -3.886
C -0.384 1.179 -3.599
H 1.938 2.316 -1.812
H 0.890 3.516 -2.634
H -1.464 3.613 -2.750
H -1.723 3.525 -0.989
H 0.884 3.463 -0.854
H -2.707 2.486 -2.155
C -1.852 0.580 -0.155
O -2.709 1.149 0.397
Cl 2.574 -0.282 -0.943
N 0.386 -1.048 6.624
C 1.109 -0.290 5.735
O 2.018 0.405 6.190
C 0.765 -0.332 4.258
C -0.304 -1.097 3.770
C -0.539 -1.157 2.392
N 0.265 -0.472 1.512
C 1.250 0.366 1.997
C 1.472 0.493 3.372
H 0.668 -1.050 7.593
H -0.454 -1.546 6.419
H -0.934 -1.622 4.494
H -1.359 -1.759 1.968
H 1.903 0.891 1.291
H 2.194 1.218 3.780
```

Summary:
⟨S²⟩ ... 6.005
LUMO level (spin up / spin down) ... -7.401 / -7.443 eV
Net charge ... +2
Multiplicity ... 5
F_max ... 5.51 eV/A



C12H18ClN2O2Re as an isolated structure, computed with ωB97M-V/def2-TZVPD.

Geometry as XYZ:
```
36
Properties=species:S:1:pos:R:3
Re -0.536 0.864 1.171
C 3.241 1.894 -0.435
C 1.765 1.786 -0.405
O 1.279 1.016 0.512
C 0.895 2.444 -1.334
C 1.433 3.323 -2.288
C 0.607 3.926 -3.222
C -0.760 3.640 -3.256
C -1.325 2.755 -2.348
C -0.502 2.181 -1.398
O -1.076 1.287 -0.542
H 3.684 1.229 0.300
H 3.530 2.923 -0.198
H 3.621 1.669 -1.433
H 2.491 3.541 -2.294
H 1.030 4.620 -3.936
H -1.389 4.114 -3.999
H -2.381 2.521 -2.359
Cl -1.328 1.220 3.160
N -1.055 -3.984 1.859
C 0.341 -3.441 1.689
C 0.353 -1.936 1.899
N -0.597 -1.219 0.976
C -1.981 -1.795 1.139
C -2.011 -3.297 0.916
H -1.368 -3.870 2.829
H -1.061 -4.996 1.686
H 0.655 -3.720 0.683
H 0.994 -3.936 2.406
H 1.363 -1.563 1.728
H 0.066 -1.675 2.920
H -0.298 -1.399 0.012
H -2.650 -1.318 0.423
H -2.320 -1.534 2.143
H -1.699 -3.574 -0.092
H -3.012 -3.692 1.088
```

Summary:
⟨S²⟩ ... 0.762
LUMO level (spin up / spin down) ... -12.121 / -11.821 eV
Net charge ... +3
Energy above the lowest of the compared OMol25 structures with the same formula, charge and spin ... 5.7 kJ/mol
Multiplicity ... 2
F_max ... 0.71 eV/A



One molecule with the formula C12H18ClN3O3, computed with ωB97M-V/def2-TZVPD.

Geometry as XYZ:
```
37
Properties=species:S:1:pos:R:3
C 1.406 -2.240 1.640
C 2.045 -2.461 0.274
C 3.421 -1.807 0.138
C 3.385 -0.271 0.154
N 2.603 0.283 -0.932
C 3.167 0.085 -2.248
C 1.270 0.544 -0.808
C 0.380 0.269 -1.907
N -0.896 0.433 -1.872
N -1.467 0.909 -0.787
C -2.907 0.950 -0.776
C -3.519 -0.337 -0.228
O -4.698 -0.561 -0.216
O -2.581 -1.168 0.219
C -3.025 -2.388 0.798
C -0.781 1.307 0.362
O -1.389 1.788 1.301
C 0.646 1.114 0.287
Cl 1.460 1.717 1.694
H 1.169 -1.193 1.802
H 0.482 -2.807 1.717
H 2.076 -2.569 2.431
H 1.376 -2.083 -0.503
H 2.161 -3.535 0.108
H 4.055 -2.131 0.965
H 3.888 -2.151 -0.788
H 4.407 0.110 0.065
H 2.980 0.069 1.102
H 2.957 -0.906 -2.665
H 2.793 0.845 -2.932
H 4.248 0.200 -2.172
H 0.749 -0.133 -2.835
H -3.222 1.769 -0.122
H -3.277 1.114 -1.789
H -3.893 -2.769 0.256
H -3.297 -2.224 1.842
H -2.191 -3.083 0.731
```

Summary:
LUMO level ... 0.318 eV
Energy above the lowest of the compared OMol25 structures with the same formula, charge and spin ... 0.0 kJ/mol
F_max ... 0.91 eV/A



One molecule with the formula C12H18ClNO, computed with ωB97M-V/def2-TZVPD.

Geometry as XYZ:
```
33
Properties=species:S:1:pos:R:3
C -4.193 -1.135 0.908
C -2.737 -1.197 0.462
C -2.137 0.204 0.323
N -0.787 0.146 -0.214
C -0.445 1.240 -1.105
C -0.261 2.628 -0.454
O 1.088 2.971 -0.242
C 0.206 -0.117 0.815
C 1.540 -0.489 0.228
C 1.604 -1.371 -0.845
C 2.824 -1.724 -1.389
C 4.002 -1.211 -0.869
C 3.936 -0.341 0.205
Cl 5.393 0.305 0.876
C 2.717 0.026 0.754
H -4.277 -0.634 1.870
H -4.604 -2.136 1.006
H -4.792 -0.587 0.184
H -2.164 -1.780 1.185
H -2.664 -1.701 -0.502
H -2.174 0.715 1.300
H -2.757 0.776 -0.370
H 0.488 0.981 -1.616
H -1.231 1.292 -1.860
H -0.649 3.407 -1.114
H -0.824 2.673 0.490
H 1.529 2.250 0.221
H 0.321 0.728 1.518
H -0.154 -0.969 1.400
H 0.683 -1.763 -1.248
H 2.866 -2.405 -2.226
H 4.957 -1.483 -1.288
H 2.697 0.700 1.599
```

Summary:
LUMO level ... 0.843 eV
Energy above the lowest of the compared OMol25 structures with the same formula, charge and spin ... 17.7 kJ/mol
F_max ... 0.49 eV/A